24
Properties=species:S:1:pos:R:3 method="wB97M-V/def2-TZVPD" gap_ev=5.534 homo_energy_ev=-0.90 total_charge=-2 relative_energy_kcal_mol=10.1 spin_multiplicity=1
Sr -1.59728 -0.40413 -0.07122
C 2.34454 -0.36275 3.76762
C 1.69732 -1.57805 3.22655
N 2.11438 -2.80197 3.31876
N 1.16609 -3.50729 2.61389
C 0.19162 -2.75285 2.08697
S -1.11853 -3.27241 1.16372
N 0.53190 -1.50981 2.50826
N -0.15400 -0.34803 2.19502
H 3.20972 -0.65048 4.36031
H 1.63842 0.20443 4.37615
H 2.66284 0.27475 2.94057
H 1.26830 -4.48972 2.46143
H 0.43588 0.24818 1.61340
H -0.49515 0.11176 3.05557
S -4.19490 0.29013 1.06760
S -3.08033 1.71111 2.09429
S -3.09340 1.29239 4.14172
S -1.20912 0.96524 4.86496
O 1.79664 -0.80786 -0.28264
S 1.07605 -0.02782 -1.30855
O 1.95148 0.51276 -2.32962
O 0.30486 1.06711 -0.58436
O -0.01728 -0.88812 -1.90944



14
Properties=species:S:1:pos:R:3 method="wB97M-V/def2-TZVPD" gap_ev=9.501 homo_energy_ev=-9.14 total_charge=0 relative_energy_kcal_mol=117.9 spin_multiplicity=1
H 1.22864 -3.07696 -0.60494
N 0.55529 -2.40520 -1.16741
C 0.57187 -1.30279 -0.59073
N 1.65088 -0.83237 0.20095
C 1.12842 0.25558 0.65685
N -0.20979 0.47344 0.44395
C -0.48167 1.92207 0.06569
N -0.58076 -0.24293 -0.70164
S -2.11841 -1.11799 -0.43045
H 1.78438 1.16647 0.98736
H -0.37673 2.28431 1.27661
H -1.58798 1.98658 -0.49861
H 0.36363 2.26938 -0.70419
H -1.92776 -1.37959 1.06656



21
Properties=species:S:1:pos:R:3 method="wB97M-V/def2-TZVPD" gap_ev="7.415 / 7.258" homo_energy_ev="-9.22 / -9.43" total_charge=0 relative_energy_kcal_mol=59.7 spin_multiplicity=1
C -0.70300 -1.32550 0.87464
C -0.93600 -0.89065 -0.62753
C -0.78541 1.56791 -0.24950
N 0.67991 -1.26805 1.17185
N -0.37915 0.39564 -0.82759
N 1.17629 -0.03172 0.86868
N -2.11678 1.82135 0.19566
N 0.77578 0.49305 -1.64453
N 2.65009 -0.14423 0.81114
O -2.21559 2.92753 0.68603
O 1.12310 -0.57007 -2.10438
O 3.12557 0.88311 0.36559
O -3.07017 1.02899 -0.01604
O 1.25543 1.57408 -1.89466
O 3.18525 -1.22364 0.93985
H -1.37732 -0.57186 1.33562
H -1.02282 -2.26187 0.97902
H -0.49680 -1.73517 -1.21123
H -2.06424 -0.88720 -0.73927
H -0.03259 2.32162 -0.19700
H 1.22844 -2.10332 1.28363



12
Properties=species:S:1:pos:R:3 method="wB97M-V/def2-TZVPD" gap_ev=7.174 homo_energy_ev=-2.93 total_charge=-1 smiles="O=CCNC[O-]" relative_energy_kcal_mol=77.6 spin_multiplicity=1
O -1.03576 -0.53049 2.33374
C -0.17052 -0.20712 1.48969
C 0.45184 -0.89062 0.30732
N -0.17170 -0.61998 -1.01470
C 0.00721 0.90648 -1.16977
O 1.06335 1.40408 -0.55532
H 0.02566 0.90155 1.48802
H 0.54332 -1.98433 0.52952
H 1.41573 -0.43938 0.48604
H -1.21162 -0.79181 -0.76758
H -0.97127 1.32887 -0.87789
H 0.05375 0.92274 -2.24908



12
Properties=species:S:1:pos:R:3 method="wB97M-V/def2-TZVPD" gap_ev=7.786 homo_energy_ev=-3.62 total_charge=-1 relative_energy_kcal_mol=35.5 spin_multiplicity=1
O -1.73358 -0.11714 0.70611
C -0.53785 -0.37574 0.50821
N 0.27593 0.30648 -0.27941
C 0.07780 1.80501 -1.32900
O 1.17928 2.38891 -1.48867
C 0.02887 -1.67892 1.10976
H 1.26328 0.13356 -0.13642
H -0.33396 1.21296 -2.16461
H -0.67030 2.28222 -0.67861
H 0.08904 -2.43178 0.32194
H -0.65174 -2.01493 1.89090
H 1.01325 -1.51062 1.53981



12
Properties=species:S:1:pos:R:3 method="wB97M-V/def2-TZVPD" gap_ev=8.595 homo_energy_ev=-4.20 total_charge=-1 relative_energy_kcal_mol=31.0 spin_multiplicity=1
C -1.60631 1.55818 -0.01385
C 0.31843 1.10573 -1.20650
N -0.57278 1.97275 -0.95643
H -1.80314 2.39874 0.65657
H -2.52983 1.34459 -0.54334
H -1.28732 0.72654 0.62186
H 1.11541 1.39817 -1.90500
H 0.49739 0.24380 -0.54992
O 0.38541 -0.74942 1.44794
C 0.53713 -1.84092 0.84354
O 1.13614 -2.03623 -0.22381
H 0.04660 -2.66947 1.42846



12
Properties=species:S:1:pos:R:3 method="wB97M-V/def2-TZVPD" gap_ev=8.255 homo_energy_ev=-4.14 total_charge=-1 relative_energy_kcal_mol=24.2 spin_multiplicity=1
C -0.71103 0.16539 -1.82395
C -0.52008 0.49463 -0.54045
N -1.45364 1.07353 0.29276
H -1.63587 0.33452 -2.33174
H 0.07008 -0.35397 -2.35137
H 0.45728 0.29958 -0.12316
H -2.36204 1.16369 -0.12030
H -1.29261 0.89636 1.26725
O 0.82909 -1.05280 2.14262
C 1.86709 -1.01202 1.44861
O 2.50435 -0.00976 1.05881
H 2.24739 -1.99914 1.08088



12
Properties=species:S:1:pos:R:3 method="wB97M-V/def2-TZVPD" gap_ev=8.092 homo_energy_ev=-4.02 total_charge=-1 relative_energy_kcal_mol=58.1 spin_multiplicity=1
C -1.07311 -1.42711 0.15475
C -0.76550 0.44341 -1.18978
N -1.60265 -0.36940 -0.70134
H -1.23458 -1.03313 1.15930
H 0.00119 -1.61671 0.05730
H -1.64810 -2.35564 0.10236
H -0.72367 1.52502 -1.00911
H 0.21255 0.13817 -1.60234
O 2.20961 0.17705 0.18538
C 1.72436 1.18823 0.73939
O 1.91830 2.40130 0.55121
H 0.98161 0.92882 1.55288